No. 1
Molecular formula: C27H58N2O22
Method: DFT, ωB97M-V with the def2-TZVPD basis set

The geometry in ORCA input format:
```
! RIJCOSX wB97M-V def2-TZVPD def2/J DEFGRID3
* xyz 0 1
C 1.52 -3.10 -2.80
C 0.11 -2.42 -2.78
C -0.99 -3.26 -2.05
N -1.52 -2.66 -0.83
N -0.53 -2.42 0.14
C -0.71 -3.33 1.29
C 0.45 -3.15 2.34
O 1.28 -2.07 1.96
C 2.62 -2.46 1.66
H 2.19 -2.46 -3.40
H 1.50 -4.08 -3.31
H 1.92 -3.18 -1.77
H 0.20 -1.41 -2.35
H -0.21 -2.29 -3.84
H -0.60 -4.27 -1.82
H -1.83 -3.38 -2.75
H -2.11 -1.86 -1.00
H -0.59 -1.46 0.47
H -0.70 -4.36 0.87
H -1.70 -3.20 1.78
H -0.02 -2.96 3.32
H 1.00 -4.10 2.44
H 2.70 -3.49 1.28
H 3.25 -2.29 2.56
H 2.97 -1.80 0.84
C -0.13 1.95 -1.51
O -0.61 1.52 -2.78
C -1.20 2.49 -3.49
O -1.34 3.63 -3.15
O -1.60 1.96 -4.65
C -2.25 2.89 -5.52
H 0.33 1.08 -1.03
H 0.63 2.72 -1.62
H -0.95 2.31 -0.88
H -1.57 3.70 -5.78
H -3.15 3.28 -5.05
H -2.52 2.35 -6.42
C -6.52 -5.08 -5.28
O -5.58 -4.20 -5.89
C -5.18 -3.21 -5.11
O -5.54 -3.01 -3.98
O -4.31 -2.47 -5.79
C -3.79 -1.36 -5.05
H -6.77 -5.85 -6.00
H -6.09 -5.56 -4.40
H -7.43 -4.54 -5.01
H -3.25 -1.70 -4.17
H -4.59 -0.67 -4.77
H -3.09 -0.83 -5.70
C 3.39 0.74 2.26
O 4.10 1.85 2.81
C 5.40 1.86 2.50
O 5.97 1.04 1.84
O 5.94 2.94 3.06
C 7.34 3.09 2.81
H 2.35 0.84 2.56
H 3.43 0.76 1.17
H 3.77 -0.20 2.65
H 7.53 3.19 1.74
H 7.89 2.24 3.22
H 7.66 4.00 3.31
C 4.05 5.25 -0.02
O 3.53 4.76 -1.25
C 2.83 5.67 -1.93
O 2.63 6.80 -1.59
O 2.40 5.10 -3.06
C 1.62 5.96 -3.89
H 4.60 4.43 0.45
H 4.74 6.08 -0.19
H 3.25 5.55 0.65
H 2.21 6.82 -4.21
H 0.72 6.29 -3.36
H 1.33 5.39 -4.76
C -4.85 -7.59 0.70
O -5.13 -6.20 0.81
C -5.09 -5.53 -0.34
O -4.83 -6.00 -1.42
O -5.37 -4.26 -0.09
C -5.34 -3.41 -1.25
H -4.91 -8.01 1.70
H -5.58 -8.08 0.07
H -3.84 -7.74 0.32
H -6.07 -3.73 -1.98
H -4.34 -3.40 -1.68
H -5.58 -2.40 -0.92
C 6.84 8.32 5.30
O 6.32 7.84 4.06
C 5.61 8.74 3.38
O 5.40 9.87 3.71
O 5.19 8.16 2.25
C 4.42 9.02 1.41
H 7.38 7.51 5.76
H 7.52 9.15 5.13
H 6.03 8.63 5.96
H 5.01 9.88 1.09
H 3.51 9.35 1.92
H 4.13 8.45 0.53
C -2.28 -3.30 7.59
O -2.17 -3.49 6.18
C -3.23 -4.08 5.63
O -4.21 -4.45 6.21
O -3.00 -4.19 4.32
C -4.06 -4.81 3.59
H -1.37 -2.82 7.93
H -3.13 -2.66 7.83
H -2.37 -4.26 8.10
H -4.98 -4.23 3.67
H -4.22 -5.83 3.94
H -3.76 -4.85 2.55
*
```

Highest occupied orbital energy: -7.974 eV
Strongest force on any atom: 1.3 eV/Å
Frontier orbital gap: 0.311 Ha
Structure (SMILES): CCCNNCCOC.COC(=O)OC.COC(=O)OC.COC(=O)OC.COC(=O)OC.COC(=O)OC.COC(=O)OC.COC(=O)OC

***

No. 2
Molecular formula: C24H39F9O30S6
Method: DFT, ωB97M-V with the def2-TZVPD basis set

The geometry in ORCA input format:
```
! RIJCOSX wB97M-V def2-TZVPD def2/J DEFGRID3
* xyz 0 1
C 3.88 -4.40 1.91
C 3.40 -3.23 1.00
O 2.75 -3.57 -0.20
C 3.27 -3.33 -1.40
O 4.19 -2.60 -1.61
C 2.40 -3.89 -2.53
F 3.18 -4.39 -3.49
F 1.58 -4.86 -2.11
F 1.65 -2.90 -3.01
H 3.00 -4.88 2.34
H 4.38 -3.91 2.75
H 4.47 -5.15 1.40
H 4.04 -2.36 0.98
H 2.54 -2.91 1.60
C -2.89 4.69 0.24
C -2.37 3.81 -0.91
O -2.68 4.44 -2.15
C -1.85 4.14 -3.17
O -0.76 3.66 -3.06
C -2.40 4.69 -4.49
F -3.56 5.34 -4.37
F -1.53 5.50 -5.10
F -2.63 3.62 -5.29
H -2.12 5.39 0.58
H -3.24 4.13 1.11
H -3.67 5.42 0.03
H -2.88 2.85 -0.84
H -1.31 3.65 -0.74
C -3.50 7.47 2.69
C -2.94 6.38 3.58
O -1.70 5.90 3.02
C -1.09 4.83 3.54
O -1.42 4.34 4.57
C -0.02 4.29 2.58
F 0.56 5.23 1.84
F 0.94 3.69 3.30
F -0.56 3.36 1.79
H -4.32 7.91 3.27
H -4.02 7.15 1.79
H -2.95 8.41 2.60
H -3.56 5.49 3.54
H -2.79 6.71 4.61
C -0.43 -5.52 0.62
C -1.60 -4.65 0.12
O -2.29 -5.45 -0.86
S -1.81 -6.98 -0.89
O -1.60 -7.39 -2.25
O -2.64 -7.73 0.02
O -0.40 -6.66 -0.24
H -0.70 -5.82 1.63
H 0.52 -5.01 0.60
H -1.37 -3.69 -0.35
H -2.40 -4.58 0.86
C -2.20 -1.80 3.29
C -1.57 -1.43 4.63
O -0.34 -2.11 4.75
S 0.12 -2.71 3.32
O 0.79 -3.95 3.51
O 0.72 -1.66 2.53
O -1.41 -2.93 2.84
H -2.09 -0.99 2.57
H -3.21 -2.15 3.40
H -2.21 -1.75 5.46
H -1.38 -0.37 4.78
C 4.16 1.06 -2.30
C 3.56 1.46 -3.67
O 2.85 2.69 -3.43
S 2.84 3.19 -1.88
O 1.59 2.82 -1.29
O 3.31 4.52 -1.78
O 3.98 2.11 -1.37
H 5.21 0.80 -2.38
H 3.52 0.24 -1.95
H 2.73 0.80 -3.90
H 4.19 1.61 -4.53
C 0.04 0.19 0.83
C 0.42 -1.04 -0.02
O -0.69 -1.09 -0.92
S -2.08 -0.57 -0.24
O -2.98 -1.62 0.13
O -2.52 0.48 -1.10
O -1.33 -0.11 1.13
H 0.12 1.14 0.32
H 0.56 0.22 1.79
H 0.62 -1.98 0.49
H 1.29 -0.89 -0.65
C 5.18 2.44 1.69
C 3.93 2.71 2.48
O 3.41 1.46 2.90
S 4.08 0.19 2.13
O 3.32 -0.15 0.95
O 4.59 -0.80 3.05
O 5.38 1.05 1.62
H 6.14 2.85 2.04
H 5.16 2.84 0.67
H 3.15 3.20 1.89
H 4.05 3.42 3.30
C -4.24 -3.46 -5.01
C -3.73 -4.66 -4.19
O -2.88 -3.98 -3.26
S -1.97 -2.94 -4.09
O -0.82 -3.62 -4.60
O -1.78 -1.74 -3.35
O -3.07 -2.67 -5.24
H -4.84 -2.80 -4.37
H -4.86 -3.71 -5.86
H -3.07 -5.19 -4.88
H -4.50 -5.23 -3.69
*
```

Highest occupied orbital energy: -10.693 eV
Strongest force on any atom: 3.0 eV/Å
Energy above the lowest of the compared OMol25 structures with the same formula, charge and spin: 45.4 kcal/mol
Frontier orbital gap: 0.399 Ha
Structure (SMILES): CCOC(=O)C(F)(F)F.CCOC(=O)C(F)(F)F.CCOC(=O)C(F)(F)F.O=S1(=O)OCCO1.O=S1(=O)OCCO1.O=S1(=O)OCCO1.O=S1(=O)OCCO1.O=S1(=O)OCCO1.O=S1(=O)OCCO1

***

No. 3
Molecular formula: C5H14S
Method: DFT, ωB97M-V with the def2-TZVPD basis set

The geometry in ORCA input format:
```
! RIJCOSX wB97M-V def2-TZVPD def2/J DEFGRID3
* xyz 0 1
C -1.18 -1.57 1.74
C -0.95 -1.36 3.25
H -1.21 -2.63 1.49
H -2.12 -1.10 1.48
H -0.40 -1.11 1.15
H -0.84 -2.31 3.77
H -1.71 -0.76 3.73
H 0.00 -0.87 3.44
C 0.80 0.04 -1.27
C 0.03 -0.28 -2.54
C 1.29 2.79 -1.23
S 2.15 1.23 -1.35
H 0.13 0.33 -0.46
H 1.27 -0.82 -0.84
H 0.47 0.08 -3.47
H -0.95 0.18 -2.50
H 0.81 2.97 -0.27
H 2.03 3.56 -1.45
H 0.52 2.96 -1.99
H -0.14 -1.35 -2.68
*
```

Highest occupied orbital energy: -8.523 eV
Strongest force on any atom: 0.9 eV/Å
Energy above the lowest of the compared OMol25 structures with the same formula, charge and spin: 10.8 kcal/mol
Frontier orbital gap: 0.348 Ha
Structure (SMILES): CCSC.CC